Molecular formula: C23H61FFeO8
Method: DFT, wB97M-V/def2-TZVPD

- Lowest unoccupied orbital energy (alpha / beta): -5.8 / -7.2 eV
- Total charge: +1
- DFT total energy: -78314.741 eV
- Molar mass: 540.58 g/mol
- Spin multiplicity: 6
- HOMO level (alpha / beta): -0.4395 / -0.4395 Eh
- Energy relative to the best compared isomer or geometry (same formula, charge and spin): 5.463 eV

Last column: Löwdin spin population.
Cartesian coordinates (Å):
1 Fe 0.56942 1.34391 -4.01202  4.008
2 C 0.19678 -1.10081 -0.57738  0.027
3 C -0.36735 0.23227 -1.02943  0.074
4 O 0.11538 0.73871 -2.22307  0.592
5 H 0.02409 -1.85217 -1.35707  0.000
6 H -0.38031 -1.44696 0.27469  0.002
7 H 1.27938 -1.08926 -0.48320  0.000
8 H -0.13841 1.01969 -0.28989  0.021
9 H -1.46480 0.24585 -1.12755  0.016
10 F 0.80403 3.12217 -3.39842  0.186
11 C -3.79811 4.71756 -2.54195  0.000
12 C -2.32052 4.81454 -2.23767  0.000
13 C -1.93608 3.87587 -1.11637  0.000
14 O -1.68775 4.40422 -3.44955  0.002
15 H -4.43122 4.88195 -1.66038  0.000
16 H -4.03561 3.68324 -2.80380  0.000
17 H -4.16872 5.41350 -3.28909  0.000
18 H -2.04940 5.83686 -1.95447  0.000
19 H -2.36585 4.10925 -0.13979  0.000
20 H -0.86833 3.71988 -0.92831  0.000
21 H -2.30182 2.86743 -1.36828  0.000
22 H -0.81955 4.03715 -3.23432  -0.001
23 C -0.30704 -4.54640 -0.21151  0.000
24 C -0.73087 -6.00398 -0.02540  0.000
25 C -2.24217 -6.09200 0.10266  0.000
26 O -0.36156 -6.76800 -1.16469  0.000
27 H 0.76878 -4.46802 -0.03371  0.000
28 H -0.85218 -3.91422 0.49081  0.000
29 H -0.59865 -4.30913 -1.23546  0.000
30 H -0.38073 -6.46515 0.90751  0.000
31 H -2.68837 -5.95038 1.08708  0.000
32 H -2.56776 -7.13601 -0.01454  0.000
33 H -2.69816 -5.55815 -0.73354  0.000
34 H 0.57843 -6.64414 -1.33310  0.000
35 C 4.49124 -0.11399 -4.92284  0.002
36 C 3.35893 -0.21681 -3.93837  0.005
37 C 3.82315 -0.59373 -2.53208  0.001
38 O 2.65539 1.06881 -3.79850  0.055
39 H 4.04463 -0.00120 -5.91576  0.000
40 H 5.07099 -1.03200 -5.01265  0.000
41 H 5.17872 0.70854 -4.73359  0.000
42 H 2.61264 -0.96813 -4.20991  0.001
43 H 4.43547 0.22530 -2.14505  0.000
44 H 4.37172 -1.53478 -2.49413  0.000
45 H 2.97770 -0.78805 -1.86886  0.000
46 H 3.27015 1.62991 -3.29619  0.002
47 C 3.51687 3.60118 0.89633  0.000
48 C 2.18045 3.81117 0.20161  0.000
49 C 1.47859 5.06337 0.68003  0.000
50 O 2.51480 3.95266 -1.20222  0.001
51 H 4.12638 4.50305 0.96550  0.000
52 H 4.07349 2.80111 0.41105  0.000
53 H 3.37701 3.31626 1.94645  0.000
54 H 1.59616 2.88750 0.32166  0.000
55 H 1.91203 5.95165 0.22427  0.000
56 H 1.43931 5.13908 1.76843  0.000
57 H 0.42728 5.09539 0.37430  0.000
58 H 1.79052 3.60045 -1.74675  0.000
59 C 1.94430 -4.19459 4.18251  0.000
60 C 2.72444 -3.11052 3.46360  0.000
61 C 1.82862 -2.01391 2.93159  0.000
62 O 3.70308 -2.59202 4.38074  0.000
63 H 2.54606 -4.88083 4.76662  0.000
64 H 1.33873 -4.73417 3.43847  0.000
65 H 1.15635 -3.77444 4.81697  0.000
66 H 3.32307 -3.52518 2.64919  0.000
67 H 2.41585 -1.12677 2.68266  0.000
68 H 1.13137 -1.66588 3.70509  0.000
69 H 1.17842 -2.34131 2.11915  0.000
70 H 3.32330 -1.82184 4.81868  0.000
71 C -1.02450 0.65701 2.88318  0.001
72 C -0.02548 0.94009 3.99769  0.000
73 C 0.14080 2.40417 4.35468  0.000
74 O -0.37372 0.15529 5.12023  0.000
75 H -2.02912 0.97277 3.19088  0.000
76 H -1.14013 -0.39531 2.62569  0.000
77 H -0.72812 1.26556 2.02150  0.000
78 H 0.93000 0.59164 3.59626  0.000
79 H -0.83548 2.86998 4.51635  0.000
80 H 0.71158 2.96363 3.61181  0.000
81 H 0.69154 2.50300 5.29060  0.000
82 H -1.25967 0.34226 5.44409  0.000
83 C -3.90902 -2.24016 -0.73106  0.000
84 C -4.93475 -1.13627 -0.49624  0.000
85 C -4.33725 0.26312 -0.70945  0.001
86 O -5.85707 -1.17717 -1.61810  0.000
87 H -4.22650 -3.12853 -0.17400  0.000
88 H -2.91903 -1.98679 -0.33571  0.000
89 H -3.78264 -2.54604 -1.76732  0.000
90 H -5.45289 -1.18674 0.46112  0.000
91 H -4.01526 0.62956 0.27234  0.000
92 H -5.08066 0.95685 -1.09726  0.000
93 H -3.52279 0.31161 -1.43492  0.001
94 H -6.13195 -2.07409 -1.83917  0.000